This record from the Open Molecules 2025 dataset describes a structure of composition C23H20ClF5OPTcTe at a distorted geometry. The level of theory is ωB97M-V/def2-TZVPD.

Each line ends with the Löwdin charge.
Cartesian coordinates (Å):
C: 0.09 -2.16 3.19  -0.1286
C: -0.86 -1.26 2.62  -0.1557
C: -1.37 -1.82 1.40  -0.1728
H: -1.17 -0.33 3.10  0.1127
C: -0.72 -3.10 1.20  -0.2105
C: 0.13 -3.32 2.34  -0.1693
H: 0.64 -4.26 2.48  0.0961
H: 0.64 -1.96 4.11  0.1365
H: -2.21 -1.45 0.82  0.1210
H: -0.88 -3.78 0.37  0.1168
Tc: 0.83 -1.61 1.20  1.1587
Cl: 1.37 -2.76 -0.74  0.1435
P: -0.09 0.22 -0.35  1.0446
C: -1.72 0.23 -1.26  -0.3710
C: -2.58 1.33 -1.34  -0.0757
H: -2.37 2.24 -0.78  0.1050
C: -3.72 1.32 -2.16  -0.0564
H: -4.37 2.20 -2.21  0.1200
C: -4.03 0.19 -2.92  -0.0610
H: -4.90 0.19 -3.59  0.1185
C: -3.18 -0.92 -2.85  -0.0585
H: -3.41 -1.81 -3.45  0.1147
C: -2.03 -0.90 -2.03  -0.1037
H: -1.37 -1.76 -2.00  0.0899
C: -0.35 1.83 0.51  -0.3607
C: -1.11 1.81 1.69  -0.1234
H: -1.53 0.88 2.03  0.0535
C: -1.36 2.97 2.42  -0.0580
H: -1.93 2.91 3.35  0.1141
C: -0.91 4.20 1.94  -0.0598
H: -1.13 5.12 2.49  0.1173
C: -0.21 4.25 0.74  -0.0514
H: 0.13 5.21 0.33  0.1192
C: 0.07 3.08 0.02  -0.0635
H: 0.61 3.14 -0.92  0.1038
C: 0.89 0.86 -1.78  -0.3785
C: 0.35 1.42 -2.95  -0.0726
H: -0.72 1.41 -3.12  0.1016
C: 1.17 2.00 -3.92  -0.0571
H: 0.73 2.43 -4.83  0.1184
C: 2.56 2.04 -3.74  -0.0597
H: 3.20 2.53 -4.49  0.1173
C: 3.10 1.48 -2.59  -0.0590
H: 4.19 1.52 -2.43  0.1150
C: 2.28 0.89 -1.62  -0.1081
H: 2.71 0.44 -0.73  0.0890
F: 4.60 -5.15 3.69  -0.3415
Te: 3.46 -3.84 2.90  1.9723
F: 4.62 -2.49 3.61  -0.3514
F: 4.46 -4.10 1.30  -0.3468
F: 2.36 -5.36 2.40  -0.3693
F: 2.50 -3.87 4.56  -0.3559
O: 2.52 -2.35 2.00  -0.7197

Output
- E_LUMO (alpha / beta) (eV) = -5.45 / -5.95
- ΔE to the lowest compared entry with this formula, charge and spin (eV) = 1.335
- highest occupied orbital energy (alpha / beta) (eV) = -12.037 / -12.293
- frontier orbital gap (alpha / beta) (eV) = 6.6 / 6.3
- net charge = +1
- 2S+1 = 4

---

This record from the Open Molecules 2025 dataset describes a cluster of 10 separate species, C44H57N4O28 in total at a distorted geometry. The level of theory is ωB97M-V/def2-TZVPD.

Each line ends with the Löwdin charge.
Cartesian coordinates (Å):
C: -2.13 0.61 -5.69  0.0125
N: -0.90 0.47 -4.82  -0.3007
C: -1.06 1.31 -3.58  -0.0090
C: -0.78 -1.01 -4.33  0.0297
C: 0.43 0.88 -5.58  -0.0169
C: 0.48 0.45 -7.10  -0.2599
O: 0.29 -0.89 -7.28  -0.0470
H: -2.29 1.62 -6.08  0.1168
H: -2.98 0.40 -5.04  0.1020
H: -2.09 -0.11 -6.50  0.1051
H: -0.14 1.13 -3.03  0.0871
H: -1.95 1.12 -2.97  0.1074
H: -1.07 2.33 -3.95  0.0977
H: -0.56 -1.63 -5.20  0.0982
H: -1.74 -1.37 -3.97  0.0929
H: -0.05 -1.12 -3.53  0.0971
H: 1.26 0.39 -5.08  0.1196
H: 0.47 1.96 -5.45  0.1333
H: 1.44 0.70 -7.56  0.1321
H: -0.19 0.97 -7.78  0.1222
H: 0.15 -1.09 -8.20  0.1189
C: -6.19 -1.58 1.38  0.0385
N: -5.30 -0.38 1.01  -0.3060
C: -6.17 0.84 0.91  0.0220
C: -4.14 -0.18 2.00  0.0152
C: -4.63 -0.61 -0.39  -0.0963
C: -4.02 -1.96 -0.63  -0.2049
O: -3.04 -2.32 0.33  -0.0915
H: -5.66 -2.49 1.65  0.1138
H: -6.84 -1.70 0.52  0.1113
H: -6.73 -1.28 2.28  0.1129
H: -5.61 1.72 0.58  0.1182
H: -6.58 0.97 1.91  0.1147
H: -6.95 0.52 0.24  0.1079
H: -3.52 -1.05 2.22  0.0967
H: -4.44 0.19 2.98  0.1121
H: -3.41 0.54 1.63  0.1020
H: -3.97 0.24 -0.59  0.1258
H: -5.41 -0.43 -1.13  0.1322
H: -3.39 -2.09 -1.51  0.1225
H: -4.87 -2.65 -0.61  0.1228
H: -2.30 -1.72 0.23  0.0175
C: 0.53 1.31 0.28  0.0517
C: -0.07 -0.17 0.20  -0.6989
O: 0.73 -1.12 0.37  -0.0534
O: -1.21 -0.29 -0.13  0.0075
H: -0.30 2.00 0.17  0.0643
H: 1.19 1.47 -0.57  0.0483
H: 1.19 1.42 1.14  0.0651
C: 4.69 0.25 3.95  0.0252
N: 3.45 0.92 3.59  -0.3618
O: 2.41 0.58 4.24  0.0320
O: 3.46 1.74 2.62  0.0265
H: 5.16 0.82 4.75  0.1135
H: 5.48 0.42 3.22  0.1030
H: 4.59 -0.81 4.17  0.1114
C: -0.50 2.84 3.23  0.0275
N: -1.00 3.83 4.17  -0.4011
O: -0.75 4.99 3.88  0.0586
O: -1.57 3.49 5.25  0.0512
H: -0.99 1.91 3.51  0.0762
H: 0.57 2.67 3.18  0.0953
H: -0.94 3.18 2.29  0.0703
C: 4.92 2.79 -0.94  0.1089
C: 4.37 2.02 -1.86  -0.2432
C: 3.00 2.19 -2.38  -0.3482
O: 2.37 1.38 -3.01  0.0792
C: 2.33 3.37 -1.86  0.0503
C: 2.84 4.21 -0.90  -0.1644
C: 4.25 4.04 -0.29  -0.2594
O: 4.81 4.73 0.51  0.1631
O: 2.07 5.25 -0.46  0.0919
O: 5.04 0.98 -2.45  0.0939
H: 5.92 2.48 -0.67  0.1386
H: 1.37 3.70 -2.24  0.1204
H: 2.37 5.40 0.44  0.1193
H: 4.51 0.62 -3.17  0.1005
C: 3.15 -3.65 -0.16  0.0580
C: 3.86 -2.71 0.56  -0.1586
C: 5.30 -3.03 1.03  -0.2714
O: 6.00 -2.21 1.67  0.1032
C: 5.66 -4.40 0.88  0.0651
C: 4.93 -5.30 0.20  -0.2179
C: 3.67 -4.96 -0.51  -0.3230
O: 2.98 -5.73 -1.16  0.0844
O: 5.28 -6.59 0.22  0.1285
O: 3.35 -1.53 0.97  0.1041
H: 2.10 -3.46 -0.33  0.0951
H: 6.57 -4.76 1.34  0.1494
H: 4.65 -7.11 -0.28  0.1141
H: 2.43 -1.42 0.71  0.0430
C: -1.56 6.21 1.04  0.0979
C: -0.90 7.35 0.65  -0.2304
C: -0.40 7.61 -0.69  -0.3035
O: 0.32 8.56 -1.04  0.1391
C: -0.71 6.50 -1.60  0.0600
C: -1.38 5.37 -1.33  -0.1905
C: -1.93 5.07 0.08  -0.2467
O: -2.37 3.97 0.45  0.0423
O: -1.48 4.29 -2.20  0.0317
O: -0.64 8.32 1.55  0.1226
H: -1.85 6.22 2.08  0.1124
H: -0.14 6.53 -2.52  0.1379
H: -2.20 3.74 -1.88  0.0850
H: 0.03 8.91 1.20  0.1177
C: -0.16 -1.38 3.94  0.0482
C: 0.72 -2.37 4.01  -0.2242
C: 1.27 -2.98 5.28  -0.2712
O: 2.20 -3.73 5.53  0.1360
C: 0.38 -2.55 6.39  0.0745
C: -0.48 -1.55 6.34  -0.2333
C: -0.90 -0.82 5.11  -0.2688
O: -1.80 0.03 4.96  0.0728
O: -1.17 -1.38 7.49  0.0966
O: 1.26 -2.92 2.91  0.0878
H: -0.36 -0.99 2.96  0.1137
H: 0.53 -3.09 7.31  0.1451
H: -1.55 -0.49 7.53  0.1195
H: 1.00 -2.40 2.14  0.0550
C: -0.21 -6.22 -1.67  0.1774
C: -0.19 -6.41 -0.31  -0.1237
C: -0.34 -5.34 0.68  -0.2631
O: -0.21 -5.48 1.92  0.1567
C: -0.55 -4.03 0.05  0.1624
C: -0.65 -3.86 -1.33  -0.1250
C: -0.56 -4.97 -2.34  -0.2802
O: -0.80 -4.94 -3.53  0.1892
O: -0.88 -2.65 -1.79  0.1457
O: 0.13 -7.63 0.25  0.1823
H: -0.06 -7.18 -2.16  0.1661
H: -0.62 -3.20 0.74  0.1246
H: -0.68 -2.03 -1.07  0.0681
H: 0.29 -7.50 1.19  0.1282

Output
- E_LUMO (alpha / beta) (eV) = -7.63 / -9.67
- highest occupied orbital energy (alpha / beta) (eV) = -12.687 / -12.687
- frontier orbital gap (alpha / beta) (eV) = 5.1 / 3.0
- net charge = +2
- 2S+1 = 2

---

This record from the Open Molecules 2025 dataset describes the ion C4H12N3 with charge +1 at a distorted geometry. The level of theory is ωB97M-V/def2-TZVPD.

Each line ends with the Löwdin charge.
Cartesian coordinates (Å):
C: -2.58 -0.34 -0.89  -0.1035
N: -2.19 0.55 0.21  -0.0852
C: -1.14 1.35 -0.17  -0.2420
N: 0.13 0.65 -0.54  0.0735
C: 0.85 0.00 0.33  -0.0918
N: 1.99 -0.54 -0.02  0.0176
C: 2.82 -0.95 1.02  -0.1020
H: -3.26 -1.09 -0.49  0.0870
H: -2.92 0.28 -1.79  0.1168
H: -1.79 -0.99 -1.35  0.0771
H: -2.00 0.11 1.05  0.0842
H: -0.74 1.98 0.71  0.1548
H: -1.44 2.01 -1.06  0.1629
H: 0.01 0.47 -1.50  0.1303
H: 0.58 0.29 1.33  0.1691
H: 2.27 -0.67 -1.01  0.1972
H: 3.43 -0.10 1.47  0.1174
H: 2.34 -1.35 1.97  0.1228
H: 3.64 -1.66 0.72  0.1139

Output
- E_LUMO (eV) = -4.02
- ΔE to the lowest compared entry with this formula, charge and spin (eV) = 2.624
- highest occupied orbital energy (eV) = -13.452
- SMILES = CNCN/C=[NH+]/C
- frontier orbital gap (eV) = 9.4
- net charge = +1

---

This record from the Open Molecules 2025 dataset describes a cluster of 15 separate species, C7H38O14 in total at a distorted geometry. The level of theory is ωB97M-V/def2-TZVPD.

Each line ends with the Löwdin charge.
Cartesian coordinates (Å):
C: -0.08 1.04 -0.91  -0.1415
C: 0.61 0.50 -1.91  -0.0107
C: 0.79 1.37 0.34  -0.1757
C: 0.59 0.23 1.13  -0.1367
C: -0.71 -0.14 1.43  -0.1549
C: -1.16 -1.18 2.28  -0.1993
C: -1.01 -2.49 2.23  0.0151
H: -1.11 1.26 -0.96  0.0592
H: 0.04 0.37 -2.83  0.0664
H: 1.57 0.09 -2.23  0.0829
H: 1.74 1.63 0.12  0.0399
H: 0.24 2.31 0.94  0.1619
H: 1.30 -0.56 1.69  0.1837
H: -1.58 0.36 0.95  0.0819
H: -1.84 -0.78 3.06  0.1185
H: -0.24 -2.77 1.38  0.0780
H: -1.29 -3.27 2.93  0.0782
H: -1.94 -4.61 0.68  -0.0411
H: -2.90 -4.13 1.74  -0.0067
O: -2.82 -4.40 0.88  -0.0002
H: 4.37 -3.02 -0.27  -0.0619
H: 3.08 -2.63 -0.34  0.0070
O: 3.63 -3.28 0.10  0.0029
H: -2.34 2.06 1.99  -0.0632
H: -3.64 2.67 1.63  -0.0082
O: -3.12 1.96 1.56  0.0435
H: -2.24 -2.94 -1.69  0.0017
H: -2.42 -2.98 -0.26  0.0004
O: -2.02 -2.51 -0.96  0.0311
H: 0.19 -3.71 0.26  0.0231
H: -0.22 -4.99 -0.61  0.0074
O: -0.16 -4.65 0.24  -0.0645
H: 0.13 2.79 2.54  -0.0264
H: -0.72 3.31 3.50  0.1075
O: -0.79 3.03 2.53  -0.0909
H: 0.74 -2.80 -1.81  0.0909
H: 0.05 -1.80 -1.15  0.0233
O: 0.76 -2.42 -0.90  -0.0797
H: 3.44 0.38 -0.88  -0.0235
H: 4.86 0.52 -1.06  0.0153
O: 4.21 -0.15 -1.01  -0.0212
H: 2.27 1.53 3.09  0.0082
H: 1.00 0.79 3.52  0.0855
O: 1.40 1.64 3.25  -0.0068
H: -1.50 2.82 -2.40  -0.0749
H: -0.99 3.64 -1.35  0.0619
O: -0.92 3.52 -2.32  -0.0272
H: -2.82 0.82 -0.42  0.0033
H: -2.65 -0.71 -0.66  -0.0043
O: -3.10 0.07 -0.95  -0.0478
H: -2.67 0.68 -2.69  0.0270
H: -3.03 1.71 -3.92  0.0693
O: -2.36 1.39 -3.30  -0.0756
H: 4.45 3.51 0.13  0.0430
H: 3.39 2.67 -0.89  0.0277
O: 4.02 2.68 -0.10  -0.0874
H: 1.67 2.52 -2.30  -0.0826
H: 1.64 3.85 -2.65  0.0264
O: 2.22 3.20 -2.37  0.0409

Output
- E_LUMO (eV) = 0.22
- ΔE to the lowest compared entry with this formula, charge and spin (eV) = 7.748
- highest occupied orbital energy (eV) = -8.610
- frontier orbital gap (eV) = 8.8